Molecular formula: C33H83N4O5
Method: DFT, ωB97M-V/def2-TZVPD

Values from the calculation:
charge: +3
ΔE to the lowest compared entry with this formula, charge and spin: 0.0 kcal per mole
lowest unoccupied orbital energy: -4.5818 eV
Kohn-Sham gap: 4.5 eV

XYZ file:
```
125
Properties=species:S:1:pos:R:3:lowdin_charge:R:1
C -2.023 2.338 -6.692 -0.218
H 5.172 -0.795 -4.612 0.083
H -3.555 -7.088 4.628 0.146
H -1.536 -7.940 5.464 0.125
C -5.901 0.627 -5.255 -0.053
H 2.023 4.073 5.655 0.076
H -6.684 1.100 -5.847 0.078
H -0.021 2.152 4.388 0.114
H -3.950 -5.230 3.222 0.123
H -5.562 -5.626 0.679 0.101
H -6.238 3.473 -6.012 0.111
H 5.626 0.014 -0.552 0.132
H -1.934 4.207 3.608 0.108
N -4.228 2.849 -5.333 -0.219
C 7.169 -1.492 0.058 -0.059
H -1.507 -10.445 5.260 0.100
H 6.248 -2.087 -4.757 0.084
H 5.345 2.215 -0.922 0.118
C 0.313 3.174 4.563 -0.113
H 1.108 -2.477 -1.534 0.008
H 8.723 0.523 -3.300 0.106
H -0.127 -8.427 4.557 0.116
O -1.241 6.333 3.612 -0.181
C 7.150 4.147 -0.514 -0.056
H -2.706 0.251 -8.295 0.089
H -1.305 -10.328 3.564 0.089
N -0.934 3.775 5.361 -0.218
C -4.531 1.284 -5.653 -0.102
C -2.696 3.191 -5.608 -0.031
H 1.733 2.382 6.113 0.082
H -0.041 7.069 2.048 0.090
H -0.540 -2.611 -1.201 0.006
H -1.172 2.008 6.492 0.109
C -0.905 7.355 2.648 -0.061
H -4.050 -5.326 -0.304 0.103
C -1.216 -8.385 4.522 -0.137
H -3.706 -8.205 3.270 0.131
H 6.859 -2.426 -0.410 0.082
H -0.275 -8.223 1.957 0.113
H -3.778 0.796 -5.035 0.126
H 8.243 -1.454 0.243 0.089
H -3.258 1.830 5.078 0.079
H 0.887 -6.559 4.538 0.067
H 8.934 0.924 -1.655 0.096
H -0.051 -1.986 -2.763 0.018
C -4.044 -6.234 2.808 -0.226
C -0.236 6.139 4.556 -0.259
C 6.504 -1.296 -2.789 -0.139
H -5.689 2.806 -3.762 0.115
H -2.195 3.103 -4.645 0.133
H 6.811 4.899 -1.226 0.099
H -1.505 -5.701 4.740 0.126
O -2.854 2.366 -7.805 -0.230
H -5.188 5.089 -3.661 0.079
C -1.734 -9.797 4.414 -0.063
H 2.385 2.778 4.523 0.090
H -3.026 4.442 4.851 0.137
O -3.759 -6.212 1.429 -0.193
H -3.423 1.258 -9.584 0.094
H 0.767 -4.858 4.162 0.083
H -2.021 -8.414 1.601 0.112
H -1.484 5.691 6.207 0.145
H 9.035 -0.743 -1.987 0.100
H 8.177 4.286 -0.175 0.100
H 7.273 0.594 -0.061 0.123
C -2.705 1.235 -8.764 -0.026
H 5.405 3.249 -2.209 0.141
O 0.200 -0.621 -1.257 -0.535
H -2.811 4.262 -5.777 0.122
C -1.262 -7.766 2.039 0.013
O 7.216 2.865 -1.141 -0.198
C -5.189 3.736 -6.145 0.028
H 0.908 -5.939 2.791 0.081
C 8.504 0.156 -2.297 0.044
H -1.182 -6.891 1.394 0.102
H -3.402 4.857 -3.741 0.069
C 6.697 -0.189 -0.553 -0.155
H 0.340 3.679 3.597 0.125
H -4.791 3.481 -7.127 0.094
C -4.632 3.053 -3.856 -0.169
C -3.259 -7.265 3.594 -0.081
H -0.644 8.344 3.023 0.093
H -1.771 1.362 -6.278 0.132
C -2.269 3.728 4.528 -0.136
C -1.076 3.075 6.692 0.010
C -4.341 4.492 -3.324 -0.043
H 0.718 5.796 4.156 0.128
N -1.725 -7.320 3.409 -0.206
C 1.687 3.101 5.295 -0.046
C -1.084 -5.964 3.770 -0.136
H -2.154 1.754 3.623 0.082
H -0.063 7.121 4.997 0.144
H -2.822 -9.774 4.361 0.075
H -4.943 4.790 -6.022 0.104
H -1.758 1.352 -9.292 0.089
C 6.157 1.253 -2.606 -0.053
H 6.719 -1.527 1.050 0.093
H 6.481 1.522 -3.611 0.131
H -0.206 3.337 7.295 0.102
C -0.607 5.282 5.706 -0.080
H -1.143 2.866 -7.060 0.140
H -5.097 -6.403 3.031 0.138
C 0.169 -1.947 -1.696 -0.489
H -4.059 2.298 -3.318 0.127
H -4.372 -4.308 1.068 0.094
H 6.525 4.076 0.375 0.092
H -3.791 2.420 3.660 0.091
H 5.173 0.797 -2.716 0.134
C -4.517 -5.317 0.681 -0.088
C -2.853 2.350 4.210 -0.058
N 6.950 -0.004 -2.074 -0.215
H 5.636 -1.783 -2.343 0.135
H 7.384 -1.936 -2.721 0.116
H -4.470 1.123 -6.730 0.109
H -1.414 -5.278 2.990 0.123
H -5.942 -0.423 -5.544 0.090
C 6.023 2.488 -1.731 -0.244
H -1.741 7.575 1.983 0.095
H -1.955 3.512 7.165 0.115
H 0.254 5.379 6.368 0.135
H 6.898 -0.463 -4.851 0.076
H -4.273 4.475 -2.237 0.087
C 0.506 -5.853 3.800 -0.031
C 6.180 -1.090 -4.322 -0.058
H -6.071 0.645 -4.179 0.073
```


Molecular formula: C33H84F15N7O22S5
Method: DFT, ωB97M-V/def2-TZVPD

Values from the calculation:
charge: +2
lowest unoccupied orbital energy: -6.3410 eV
Kohn-Sham gap: 3.0 eV

XYZ file:
```
166
Properties=species:S:1:pos:R:3:lowdin_charge:R:1
C -0.983 2.673 -6.073 -0.263
H -1.035 0.146 1.441 0.109
F -6.255 3.004 -0.199 0.093
H 5.793 -2.258 1.083 0.094
H -7.355 -1.314 1.960 0.158
O 2.086 5.479 0.520 -0.367
H 9.259 -0.219 4.679 0.092
H 1.638 3.857 -4.396 0.095
H -7.466 0.170 -0.177 0.120
H 1.335 -2.647 2.661 0.094
C 9.675 -1.043 4.099 -0.090
H -5.272 -2.267 1.901 0.152
H 3.663 4.356 2.127 0.147
N 0.745 -5.281 -2.363 0.267
C 5.013 5.204 0.123 -0.017
C -1.345 -4.523 -1.115 -0.208
O -6.406 6.227 1.838 -0.364
C 7.011 -0.565 1.615 -0.315
F -3.966 2.212 -3.439 0.115
F -5.257 3.475 1.659 0.103
H 7.232 5.122 2.074 0.136
H 5.946 5.709 -0.127 0.088
O -0.491 -1.007 -4.224 -0.319
N -1.105 1.166 -6.198 0.225
H -2.432 2.743 0.556 0.084
O 0.342 2.291 -3.989 -0.211
C -2.345 -2.680 -2.001 -0.118
H -2.124 4.375 -6.918 0.093
H -6.402 -1.236 -0.938 0.091
H -10.738 -3.496 1.028 0.104
H 7.349 -1.600 3.426 0.140
O -8.839 -3.197 1.655 -0.223
S -5.150 0.755 -5.472 0.551
H -1.708 -1.937 -1.520 0.087
S 1.120 4.699 -0.280 0.564
C -8.319 -2.642 0.470 -0.171
C -3.063 -5.253 2.830 -0.027
C 0.766 -2.185 3.468 -0.058
N 0.769 0.416 -1.359 0.245
F 2.319 -2.213 -6.449 0.148
H 4.839 -0.641 0.983 0.067
C 7.907 -1.399 2.512 -0.166
H -0.054 2.907 -6.593 0.139
H 1.412 -0.206 -1.829 0.100
H -2.618 -2.252 -2.965 0.105
H -3.304 2.147 -0.753 0.091
C -2.211 3.291 -6.845 0.004
C -0.088 -6.484 -0.291 -0.046
N -5.973 -2.646 1.280 0.209
H 6.964 0.322 -0.114 0.164
S 0.722 -1.802 -4.313 0.581
H 4.237 2.881 2.554 0.093
O 6.382 3.917 3.429 -0.202
O 2.356 0.406 4.577 -0.333
C 6.988 4.418 4.640 -0.066
F 1.433 -0.227 -6.353 0.120
H -0.072 0.492 -1.912 0.137
H 2.309 2.706 -3.372 0.074
O 1.808 -1.281 -3.460 -0.357
N 4.143 3.534 1.789 0.239
C 4.590 1.290 5.744 -0.557
O 4.208 0.931 3.100 -0.367
C -0.730 3.094 -4.601 -0.111
H -0.598 4.173 -4.516 0.142
O 1.196 3.250 -0.032 -0.384
O -5.686 2.074 -5.897 -0.331
H -5.540 -3.088 0.482 0.149
H 5.710 5.717 2.691 0.139
F 0.191 -1.876 -7.081 0.126
H 6.018 3.275 0.848 0.129
H -0.192 1.650 1.211 0.121
N -2.618 -4.006 5.008 0.261
O -7.192 5.950 -0.464 -0.337
O -8.161 4.563 1.340 -0.364
O 9.272 -0.967 2.744 -0.181
H -1.494 -5.706 4.160 0.153
H -6.377 -3.474 1.692 0.142
H -3.451 -4.497 5.300 0.163
H 2.089 2.185 -5.042 0.081
C -0.843 -3.883 3.123 -0.193
C -6.752 -0.649 -0.088 -0.005
O 0.684 -3.290 -4.210 -0.364
H -2.921 -3.153 4.560 0.160
H -0.937 -6.745 0.341 0.079
H 6.182 4.796 5.269 0.086
F -0.987 5.047 1.448 0.170
C -2.736 1.797 0.109 -0.093
C -4.591 1.037 -3.664 -0.698
H 0.373 -4.635 -3.044 0.073
H 7.415 3.707 5.347 0.088
H 7.674 5.257 4.523 0.094
O -1.604 1.125 -0.339 -0.180
F 5.903 1.029 5.725 0.117
C 1.652 2.778 -4.239 -0.099
C -7.155 -1.701 0.961 -0.238
H 0.152 -7.513 -0.561 0.103
C -1.948 -4.778 3.812 -0.227
C -5.701 3.984 0.521 -0.696
F -4.611 4.436 -0.093 0.114
H 1.429 -1.707 4.189 0.077
H -2.671 -5.637 1.888 0.075
C 6.234 4.812 2.384 -0.206
C 5.623 -1.243 1.441 -0.030
H -0.510 0.723 -5.512 0.082
F -5.729 1.061 -2.990 0.124
F 4.009 1.046 6.926 0.152
C -0.657 5.350 0.213 -0.631
H -1.177 -6.333 -2.083 0.166
H -8.051 -3.350 -0.315 0.139
H -2.271 2.928 -7.870 0.090
S 3.786 0.265 4.334 0.514
H -2.329 -4.835 -0.763 0.133
H -3.339 1.185 0.779 0.085
H -3.750 -4.439 2.598 0.059
H 1.169 1.330 -1.201 0.121
H 5.225 -1.438 2.437 0.055
H 3.627 3.112 1.030 0.122
H -10.237 -4.382 2.519 0.099
F -1.524 4.755 -0.705 0.080
H 6.891 0.397 2.113 0.155
H 1.316 -5.994 -2.795 0.176
C -0.636 0.811 0.675 -0.149
C 1.853 0.091 0.843 -0.029
O 4.265 -1.121 4.508 -0.345
H 1.737 -0.414 1.802 0.062
S -7.008 5.319 0.834 0.480
H 9.483 -2.046 4.479 0.098
H -0.863 0.820 -7.116 0.159
F 4.405 2.635 5.361 0.057
H 1.399 -4.699 -1.859 0.162
H -5.797 -0.178 0.143 0.073
H -0.861 -3.897 -0.366 0.126
H -9.114 -2.004 0.083 0.146
H -1.324 -3.106 2.529 0.120
H -2.034 0.803 -6.042 0.089
H -1.687 2.950 -4.099 0.118
H 8.500 0.156 0.375 0.174
H -2.037 -3.865 5.821 0.174
F -3.835 0.054 -3.283 0.133
H -3.652 -6.059 3.270 0.096
O -3.885 0.402 -6.160 -0.391
C 5.440 4.126 1.210 -0.236
O 1.296 5.056 -1.733 -0.355
H 2.266 1.086 1.015 0.070
H 8.074 -2.380 2.066 0.137
H 7.645 -1.212 -0.214 0.176
O 0.026 -3.273 4.060 -0.170
C -9.950 -4.071 1.515 -0.059
H 4.432 5.986 0.612 0.078
O -6.158 -0.330 -5.408 -0.337
O -1.602 -3.776 -2.270 -0.166
F -0.607 6.621 0.009 0.196
H 0.111 -1.409 3.070 0.079
H 0.546 -5.842 0.320 0.087
H -0.319 -4.578 2.467 0.121
C 1.202 -1.532 -6.225 -0.588
C 0.555 -0.009 0.062 -0.291
H 4.511 4.747 -0.730 0.086
H -9.601 -4.950 0.974 0.092
H 0.287 -1.062 -0.026 0.127
N 7.622 -0.333 0.283 0.250
H 10.736 -0.862 4.270 0.095
H -3.099 2.951 -6.313 0.063
H 2.662 -0.430 0.331 0.076
H -3.224 -2.855 -1.380 0.084
C -0.496 -5.708 -1.505 -0.270
```


Molecular formula: C33H86N9NaO13
Method: DFT, ωB97M-V/def2-TZVPD

Values from the calculation:
charge: 0
ΔE to the lowest compared entry with this formula, charge and spin: 62.4 kcal per mole
lowest unoccupied orbital energy: 0.0632 eV
Kohn-Sham gap: 8.2 eV

XYZ file:
```
142
Properties=species:S:1:pos:R:3:lowdin_charge:R:1
H -12.081 -10.784 12.429 0.087
H -6.854 -5.533 8.617 0.121
H -9.205 -7.039 10.190 0.095
O -9.176 -9.988 10.250 -0.428
N -6.604 -11.250 9.586 0.194
H -5.952 -11.771 10.156 0.110
H -9.780 -12.398 5.008 0.097
H -9.568 -8.748 11.857 0.055
H -4.194 -15.101 17.216 0.086
C -6.032 -11.001 8.447 -0.706
C -7.519 -11.718 12.816 -0.172
C -11.207 -17.041 7.943 -0.220
H -7.898 -19.514 7.389 0.086
C -3.837 -14.416 16.447 -0.113
H -10.947 -5.078 10.062 0.128
N -14.877 -12.580 12.664 -0.044
C -5.719 -6.042 4.937 -0.105
H -15.180 -14.493 12.049 0.122
H -11.415 -18.943 6.996 0.119
H -7.143 -10.758 12.463 0.084
C -13.299 -8.559 13.091 -0.125
O -10.093 -10.849 6.373 -0.224
N -9.427 -8.032 12.556 0.168
H -15.450 -11.748 12.669 0.099
H -10.397 -12.871 6.733 0.074
H -3.242 -14.896 15.670 0.083
H -4.604 -12.322 9.104 0.114
H -11.556 -9.279 7.721 0.111
N -8.568 -6.588 8.192 -0.057
O -9.149 -12.970 13.963 -0.216
H -10.091 -7.611 13.190 0.116
C -16.967 -13.801 12.869 -0.204
H -6.149 -5.431 4.144 0.086
H -11.582 -7.062 4.960 0.128
O -6.401 -5.923 6.152 -0.215
H -5.718 -7.082 4.610 0.092
H -11.354 -10.155 4.777 0.125
H -14.531 -14.993 7.640 0.084
C -6.355 -6.993 7.034 -0.198
O -9.676 -18.941 8.288 -0.186
H -8.395 -11.200 14.763 0.109
C -5.781 -11.744 14.574 -0.198
H -6.398 -7.848 11.858 0.121
H -6.914 -13.290 14.071 0.089
H -10.516 -4.774 8.508 0.111
H -10.427 -14.763 10.146 0.121
H -8.813 -12.138 6.493 0.088
H -13.982 -13.879 6.325 0.091
H -12.179 -16.645 7.647 0.115
H -10.737 -12.851 15.281 0.082
H -12.573 -8.622 6.477 0.131
C -9.820 -12.215 6.082 -0.057
C -12.267 -7.216 9.736 -0.101
C -10.565 -13.221 14.271 -0.057
C -10.610 -5.625 9.182 -0.171
N -6.484 -12.534 13.558 -0.057
C -13.702 -12.131 11.883 -0.185
H -10.260 -11.653 10.994 0.046
C -10.065 -11.061 10.100 -0.286
H -17.638 -12.050 11.049 0.069
H -8.569 -6.462 5.274 0.110
O -7.957 -6.656 13.467 0.015
H -10.212 -8.132 4.529 0.123
H -14.360 -13.332 8.024 0.079
C -9.632 -6.224 5.246 -0.183
H -9.252 -20.668 7.396 0.080
H -7.848 -12.244 11.920 0.098
H -10.784 -14.286 14.348 0.086
H -5.548 -10.812 14.060 0.114
O -13.944 -9.733 12.678 -0.197
H -9.471 -3.402 6.812 0.091
C -7.132 -6.542 8.313 -0.171
N -4.969 -11.782 8.333 0.160
C -15.748 -13.563 12.037 -0.243
H -12.373 -8.464 12.524 0.058
H -4.688 -5.691 4.965 0.086
H -12.923 -14.872 9.586 0.124
H -10.139 -14.605 8.391 0.111
O -10.053 -5.214 6.191 -0.209
H -13.173 -8.504 14.172 0.090
H -9.851 -16.729 9.395 0.108
H -6.526 -11.400 15.292 0.097
H -6.912 -7.168 9.178 0.110
H -8.206 -4.213 5.901 0.087
C -8.971 -19.628 7.233 -0.090
H -7.704 -8.885 11.309 0.053
O -4.954 -13.639 15.996 -0.204
H -9.504 -11.026 13.304 0.097
C -13.113 -10.978 12.722 -0.166
C -9.284 -4.067 5.968 -0.110
H -12.933 -6.566 10.304 0.092
C -18.438 -12.174 11.779 -0.131
H -12.917 -12.845 11.636 0.100
H -3.120 -13.783 16.969 0.075
H -9.747 -5.800 4.248 0.121
C -12.179 -14.328 9.003 -0.208
H -4.495 -11.729 7.442 0.119
H -9.316 -19.448 6.215 0.081
H -10.568 -16.830 7.086 0.114
H -11.726 -18.770 8.729 0.114
H -14.060 -11.791 10.911 0.112
H -17.577 -14.663 12.600 0.121
H -16.578 -14.108 13.840 0.126
H -19.182 -12.858 11.372 0.090
H -15.995 -13.317 11.005 0.101
C -8.209 -7.598 12.741 -0.794
H -13.944 -7.731 12.797 0.087
C -10.589 -7.406 5.250 -0.166
C -11.592 -9.062 6.653 -0.222
O -11.537 -6.608 8.717 -0.200
C -10.810 -15.001 9.153 -0.219
O -17.808 -12.656 12.900 -0.188
Na -8.775 -9.242 7.982 0.361
H -3.886 -11.863 15.870 0.113
C -11.013 -18.555 7.932 -0.227
H -11.547 -7.691 10.403 0.075
N -7.351 -8.174 11.934 0.173
H -11.315 -12.730 13.650 0.047
H -12.908 -7.986 9.306 0.093
C -9.253 -6.252 9.437 -0.167
H -18.808 -11.151 11.850 0.094
H -8.914 -6.027 7.427 0.063
C -13.941 -14.112 7.389 -0.099
N -10.560 -8.079 6.533 -0.070
H -12.060 -13.305 9.358 0.103
H -6.888 -7.863 6.650 0.104
C -11.317 -10.287 5.858 -0.183
O -12.581 -14.394 7.646 -0.231
H -10.638 -7.432 7.304 0.065
H -5.335 -7.240 7.330 0.129
C -4.580 -12.451 15.270 -0.188
N -10.798 -16.431 9.208 -0.047
H -9.586 -11.777 9.432 0.056
H -3.934 -12.845 14.485 0.105
O -6.516 -10.255 7.578 0.002
H -8.669 -5.456 9.898 0.122
H -12.119 -10.963 6.153 0.123
H -13.018 -11.296 13.760 0.111
H -9.663 -3.508 5.112 0.094
C -8.712 -11.591 13.796 -0.174
H -7.481 -10.829 9.856 0.052
H -10.997 -10.665 9.695 0.059
```